Entry 1:
Density functional theory data (ωB97M-V/def2-TZVPD) for a cluster of 2 separate species, C6H16 in total.

Summary:
E_tot	-6479.0060	eV
energy above the lowest of the compared OMol25 structures with the same formula, charge and spin	21.73	kcal per mole
LUMO (spin up / spin down)	3.6 / 3.9	eV
orbital gap (spin up / spin down)	2.09 / 11.57	eV
molar mass	88.19	g mol⁻¹

Structure (ORCA input):
```
! wB97M-V def2-TZVPD RIJCOSX def2/J DEFGRID3
* xyz -1 2
C 4.70 -0.93 -1.44
C 3.94 -0.39 -0.24
C 3.72 -1.31 0.98
H 5.69 -0.45 -1.45
H 4.18 -0.74 -2.39
H 4.97 -1.96 -1.28
H 2.89 -0.14 -0.59
H 4.23 0.62 0.10
H 4.08 -2.33 0.81
H 4.23 -1.03 1.89
H 2.61 -1.42 1.17
C -4.23 1.93 -0.53
C -3.80 0.48 -0.15
C -4.27 0.23 1.27
H -4.61 2.03 -1.54
H -3.43 2.66 -0.38
H -5.17 2.10 -0.01
H -2.75 0.33 -0.33
H -4.09 -0.26 -0.93
H -4.05 -0.77 1.65
H -3.55 0.83 1.84
H -5.28 0.53 1.55
*
```

Entry 2:
Density functional theory data (ωB97M-V/def2-TZVPD) for a structure of composition C6H16AsF6K3N4O12S.

Summary:
E_tot	-173943.3738	eV
LUMO	-8.4	eV
orbital gap	5.73	eV
molar mass	674.48	g mol⁻¹

Structure (ORCA input):
```
! wB97M-V def2-TZVPD RIJCOSX def2/J DEFGRID3
* xyz 2 1
K 4.02 3.32 -3.45
K 0.83 5.33 -1.53
K -2.18 3.11 -3.40
As 0.84 1.21 -1.62
F 2.21 0.29 -2.19
F 0.22 1.43 -3.27
F -0.53 2.16 -1.08
F 1.31 1.04 0.07
F 1.74 2.79 -1.69
F 0.02 -0.33 -1.42
C 0.97 -1.06 -5.69
N -0.41 -0.69 -6.10
O -1.01 0.08 -5.40
O -0.88 -1.40 -6.98
H 0.93 -2.14 -5.78
H 1.13 -0.83 -4.64
H 1.78 -0.74 -6.33
C 2.09 0.76 2.92
N 1.76 -0.40 3.72
O 1.96 -1.52 3.28
O 1.32 -0.19 4.83
H 1.23 1.13 2.36
H 2.75 0.38 2.13
H 2.63 1.55 3.43
C -1.84 -2.12 0.75
N -3.08 -1.31 0.54
O -4.11 -1.90 0.39
O -2.95 -0.08 0.58
H -2.17 -3.11 1.02
H -1.36 -1.64 1.61
H -1.28 -1.97 -0.17
C 2.60 -2.56 -0.18
N 3.03 -3.98 -0.35
O 3.06 -4.67 0.66
O 3.32 -4.37 -1.45
H 1.69 -2.40 -0.74
H 3.45 -1.99 -0.56
H 2.55 -2.29 0.88
C -1.55 1.88 2.51
C -2.95 2.49 2.46
O -3.27 2.52 3.84
S -2.99 1.02 4.40
O -3.99 0.03 3.98
O -2.70 1.06 5.81
O -1.65 0.90 3.54
H -0.73 2.60 2.56
H -1.22 1.32 1.63
H -3.59 1.76 1.95
H -3.02 3.53 2.15
*
```

Entry 3:
Density functional theory data (ωB97M-V/def2-TZVPD) for a structure of composition C6H16BOPV.

Summary:
E_tot	-44138.2987	eV
LUMO	-17.3	eV
orbital gap	3.56	eV
molar mass	196.92	g mol⁻¹

Structure (ORCA input):
```
! wB97M-V def2-TZVPD RIJCOSX def2/J DEFGRID3
* xyz 3 1
C 1.98 1.66 0.51
B 2.68 0.17 0.30
O 4.07 -0.07 -0.14
P 1.52 -1.34 0.71
C 0.37 -1.53 -0.82
C -1.19 -1.39 -0.25
C -1.55 0.19 0.06
C -1.72 1.12 -1.29
C -2.82 0.37 1.12
H 1.07 1.72 -0.25
H 1.53 1.65 1.61
H 2.71 2.56 0.32
H 4.28 -1.01 0.16
H 0.76 -0.92 1.86
H 0.53 -0.67 -1.60
H 0.58 -2.61 -1.27
H -1.97 -1.94 -0.94
H -1.19 -1.93 0.82
H -0.60 0.62 0.64
H -0.65 1.49 -1.66
H -2.32 2.12 -1.04
H -2.21 0.58 -2.20
H -3.27 -0.69 1.33
H -2.41 0.77 2.17
H -3.60 1.17 0.76
V 3.40 -2.08 -0.92
*
```

Entry 4:
Density functional theory data (ωB97M-V/def2-TZVPD) for a cluster of 2 separate species, C6H16ClN2Si in total.

Summary:
E_tot	-29852.2575	eV
energy above the lowest of the compared OMol25 structures with the same formula, charge and spin	36.53	kcal per mole
LUMO	-4.2	eV
orbital gap	8.34	eV
molar mass	179.75	g mol⁻¹

Structure (ORCA input):
```
! wB97M-V def2-TZVPD RIJCOSX def2/J DEFGRID3
* xyz 1 1
C -1.32 -1.24 -0.02
C -0.51 -0.51 -0.81
C -2.52 -3.33 0.70
C -1.70 -3.07 -1.50
C 1.93 2.14 1.72
C 2.91 2.93 -0.42
N -1.72 -2.48 -0.12
N 1.67 2.73 0.36
Si -0.15 1.26 -0.55
Cl -1.89 -0.42 1.49
H -3.42 -3.38 0.11
H -2.12 -4.24 1.07
H -2.86 -2.62 1.51
H -2.58 -2.56 -1.93
H -0.80 -2.86 -1.97
H -2.00 -4.15 -1.61
H 1.16 2.39 2.44
H 1.88 1.10 1.57
H 2.85 2.53 2.17
H 2.76 3.21 -1.44
H 3.40 3.71 0.13
H 3.54 2.12 -0.58
H 1.46 3.72 0.41
H 0.04 -1.06 -1.57
H -0.62 2.24 0.51
H 0.61 1.84 -1.67
*
```

Entry 5:
Density functional theory data (ωB97M-V/def2-TZVPD) for a structure of composition C6H16F2Li2O2.

Summary:
E_tot	-16425.8880	eV
energy above the lowest of the compared OMol25 structures with the same formula, charge and spin	0.00	kcal per mole
LUMO	-0.2	eV
orbital gap	9.40	eV
molar mass	172.07	g mol⁻¹

Structure (ORCA input):
```
! wB97M-V def2-TZVPD RIJCOSX def2/J DEFGRID3
* xyz 0 1
Li 9.68 3.94 4.44
Li 11.33 1.74 3.97
F 9.39 2.18 3.57
F 11.63 3.51 4.80
C 11.36 3.35 0.59
C 10.06 2.73 0.07
C 10.11 2.44 -1.41
O 9.83 1.52 0.79
H 11.65 4.26 0.05
H 12.13 2.58 0.58
H 11.21 3.58 1.64
H 9.21 3.37 0.34
H 9.19 1.99 -1.77
H 10.95 1.80 -1.68
H 10.36 3.35 -1.97
H 9.46 1.73 1.67
C 11.72 -2.08 3.51
C 11.35 -0.73 4.12
C 10.59 -0.84 5.43
O 12.53 0.12 4.14
H 11.06 -2.90 3.79
H 12.69 -2.45 3.89
H 11.84 -1.98 2.43
H 10.77 -0.25 3.33
H 10.30 0.14 5.81
H 11.21 -1.38 6.15
H 9.71 -1.46 5.24
H 13.10 -0.19 4.85
*
```

Entry 6:
Density functional theory data (ωB97M-V/def2-TZVPD) for a structure of composition C6H16F2Li3NO2.

Summary:
E_tot	-18112.3434	eV
energy above the lowest of the compared OMol25 structures with the same formula, charge and spin	7.74	kcal per mole
LUMO (spin up / spin down)	-4.3 / -7.6	eV
orbital gap (spin up / spin down)	8.14 / 4.83	eV
molar mass	193.02	g mol⁻¹

Structure (ORCA input):
```
! wB97M-V def2-TZVPD RIJCOSX def2/J DEFGRID3
* xyz 1 2
Li 1.79 -1.09 4.07
Li -0.04 -0.22 1.94
Li 2.27 1.19 2.01
F -0.32 -0.76 4.08
F 1.88 -0.87 1.98
C 0.94 3.47 -0.23
C 0.10 2.99 0.89
O 0.33 1.80 1.55
H 0.68 2.85 -1.09
H 1.95 3.17 0.03
H 0.87 4.55 -0.37
H -0.92 3.00 0.51
H 0.07 3.87 1.54
C -2.18 -0.79 -1.01
C -1.31 -1.85 -0.35
C 0.09 -1.73 -0.78
O 0.31 -1.92 -2.24
C 1.33 -1.20 -2.81
N -1.34 -1.73 1.13
H -2.12 -0.78 -2.10
H -1.92 0.07 -0.39
H -3.26 -0.87 -0.86
H -1.75 -2.82 -0.56
H 0.81 -2.35 -0.23
H 0.40 -0.69 -0.66
H 1.18 -0.12 -2.79
H 1.40 -1.43 -3.87
H 2.25 -1.48 -2.30
H -2.30 -1.62 1.43
H -1.19 -2.67 1.47
*
```

Entry 7:
Density functional theory data (ωB97M-V/def2-TZVPD) for a structure of composition C6H16IrO9P2S2.

Summary:
E_tot	-67994.6450	eV
energy above the lowest of the compared OMol25 structures with the same formula, charge and spin	17.58	kcal per mole
LUMO	-4.5	eV
orbital gap	8.38	eV
molar mass	550.48	g mol⁻¹

Structure (ORCA input):
```
! wB97M-V def2-TZVPD RIJCOSX def2/J DEFGRID3
* xyz 1 1
Ir 0.49 1.12 -0.82
O 2.19 0.78 3.09
P 0.95 0.91 2.13
O 1.63 0.69 0.72
O -0.20 0.07 2.43
O 0.61 2.48 2.15
P 0.00 3.30 0.90
O 1.29 3.29 -0.13
O -0.48 4.62 1.25
O -0.87 2.25 0.15
H 1.96 0.71 4.02
H 1.58 4.17 -0.40
C 2.88 -1.72 -0.87
S 3.18 -0.39 -2.03
C 4.26 0.64 -1.06
O 1.84 0.36 -2.17
H 3.83 -2.21 -0.67
H 2.20 -2.42 -1.36
H 2.44 -1.31 0.03
H 5.19 0.09 -0.93
H 3.80 0.87 -0.10
H 4.45 1.54 -1.64
O -0.77 -0.39 -0.75
S -2.03 -0.25 0.24
C -3.41 -0.19 -0.93
C -4.26 -1.43 -0.66
C -3.26 -2.55 -0.37
C -2.31 -1.98 0.67
H -2.94 -0.22 -1.92
H -3.92 0.76 -0.80
H -4.89 -1.65 -1.52
H -4.91 -1.27 0.19
H -2.71 -2.82 -1.27
H -3.75 -3.45 0.00
H -1.32 -2.45 0.74
H -2.74 -1.95 1.67
*
```

Entry 8:
Density functional theory data (ωB97M-V/def2-TZVPD) for a cluster of 3 separate species, C6H16N in total.

Summary:
E_tot	-7961.4040	eV
energy above the lowest of the compared OMol25 structures with the same formula, charge and spin	92.89	kcal per mole
LUMO	-5.4	eV
orbital gap	8.41	eV
molar mass	102.20	g mol⁻¹

Structure (ORCA input):
```
! wB97M-V def2-TZVPD RIJCOSX def2/J DEFGRID3
* xyz 1 1
C -0.10 1.78 1.13
C -0.49 0.42 0.74
C -0.82 0.00 -0.53
C 1.20 -0.98 -0.07
C -0.83 1.03 -1.64
C -1.55 0.50 -2.97
N 1.65 -2.10 3.00
H 0.40 2.44 0.38
H -0.74 2.44 1.75
H 0.81 1.61 1.82
H -0.82 -0.24 1.56
H -1.07 -1.06 -0.72
H 1.35 -0.64 -1.10
H 1.70 -0.29 0.58
H 0.93 -1.94 0.34
H -1.42 1.91 -1.30
H 0.18 1.35 -1.90
H -2.36 -0.23 -2.67
H -2.05 1.41 -3.29
H -0.87 0.03 -3.68
H 0.94 -2.61 3.53
H 2.54 -2.59 3.01
H 1.42 -2.24 2.03
*
```

Entry 9:
Density functional theory data (ωB97M-V/def2-TZVPD) for the molecule C6H16N2.

Summary:
E_tot	-9461.0923	eV
energy above the lowest of the compared OMol25 structures with the same formula, charge and spin	22.65	kcal per mole
LUMO	1.1	eV
orbital gap	9.51	eV
molar mass	116.21	g mol⁻¹

Structure (ORCA input):
```
! wB97M-V def2-TZVPD RIJCOSX def2/J DEFGRID3
* xyz 0 1
C 0.41 1.12 -2.34
C 0.33 -0.38 -2.05
C 1.02 -0.81 -0.75
C 0.47 -0.05 0.47
C 1.53 0.73 1.23
N -0.33 -0.92 1.33
C -1.54 -0.41 1.92
N -2.52 -0.10 0.89
H -0.50 1.57 -2.68
H 0.71 1.69 -1.45
H 1.20 1.35 -3.04
H -0.67 -0.79 -1.94
H 0.79 -0.89 -2.90
H 2.10 -0.68 -0.81
H 0.78 -1.86 -0.57
H -0.27 0.69 0.18
H 2.32 1.11 0.59
H 1.10 1.61 1.73
H 2.05 0.20 2.03
H 0.11 -1.70 1.77
H -1.29 0.49 2.44
H -1.93 -1.12 2.65
H -2.41 -0.69 0.08
H -3.47 -0.16 1.22
*
```

Entry 10:
Density functional theory data (ωB97M-V/def2-TZVPD) for a cluster of 2 separate species, C6H16N2 in total.

Summary:
E_tot	-9451.9173	eV
energy above the lowest of the compared OMol25 structures with the same formula, charge and spin	234.23	kcal per mole
LUMO	-3.2	eV
orbital gap	3.24	eV
molar mass	116.21	g mol⁻¹

Structure (ORCA input):
```
! wB97M-V def2-TZVPD RIJCOSX def2/J DEFGRID3
* xyz 0 1
C 1.52 -0.82 -1.65
C 0.91 -0.25 -0.44
C 0.83 -1.36 0.73
C -0.12 -1.12 1.93
C -0.96 -2.33 2.37
N -0.56 0.08 -0.68
C -0.98 1.42 -1.29
N -0.52 3.83 -0.77
H 1.52 -0.07 -2.49
H 1.06 -1.83 -1.86
H 2.61 -1.04 -1.48
H 1.23 0.83 0.05
H 1.98 -1.40 0.89
H 0.50 -2.33 0.20
H 0.23 -0.48 2.67
H -0.90 -0.01 0.26
H -1.76 -2.81 1.51
H -1.74 -2.07 3.16
H -0.34 -3.19 2.75
H -0.93 1.17 -2.36
H -2.03 1.40 -1.04
H -0.56 2.43 -0.93
H -0.51 4.77 -1.18
H -0.06 4.03 0.11
*
```

Entry 11:
Density functional theory data (ωB97M-V/def2-TZVPD) for the molecule C6H16N2.

Summary:
E_tot	-9461.0317	eV
energy above the lowest of the compared OMol25 structures with the same formula, charge and spin	24.04	kcal per mole
LUMO	1.1	eV
orbital gap	9.58	eV
molar mass	116.21	g mol⁻¹

Structure (ORCA input):
```
! wB97M-V def2-TZVPD RIJCOSX def2/J DEFGRID3
* xyz 0 1
C -2.86 0.13 -0.83
C -1.37 -0.07 -0.50
C -0.93 -1.49 -0.83
C -1.16 0.34 0.93
N 0.21 0.34 1.51
C 1.29 0.82 0.69
C 2.30 -0.18 0.11
N 3.57 0.43 -0.27
H -3.07 1.20 -0.90
H -3.13 -0.33 -1.78
H -3.52 -0.20 -0.03
H -0.88 0.63 -1.17
H -1.30 -2.25 -0.14
H -1.22 -1.77 -1.84
H 0.14 -1.55 -0.71
H -1.78 -0.20 1.65
H -1.55 1.34 1.11
H 0.36 -0.59 1.89
H 1.89 1.49 1.31
H 0.98 1.57 -0.04
H 2.44 -0.89 0.94
H 2.00 -0.73 -0.76
H 4.22 0.63 0.47
H 3.38 1.30 -0.78
*
```

Entry 12:
Density functional theory data (ωB97M-V/def2-TZVPD) for a cluster of 2 separate species, C6H16N2 in total.

Summary:
E_tot	-9461.3983	eV
energy above the lowest of the compared OMol25 structures with the same formula, charge and spin	15.59	kcal per mole
LUMO	0.9	eV
orbital gap	10.09	eV
molar mass	116.21	g mol⁻¹

Structure (ORCA input):
```
! wB97M-V def2-TZVPD RIJCOSX def2/J DEFGRID3
* xyz 0 1
C -1.78 2.10 1.11
N -0.36 1.87 1.08
C 0.09 0.95 1.83
N -0.61 0.20 2.73
H -2.06 2.79 0.31
H -2.14 2.52 2.05
H -2.36 1.18 0.94
H 1.16 0.78 1.80
H -1.60 0.16 2.60
H -0.22 -0.65 3.09
C 2.49 -1.56 -0.93
C 1.21 -0.79 -1.20
C 0.17 -1.56 -2.01
C -1.08 -0.71 -2.31
H 2.32 -2.55 -0.50
H 3.18 -1.04 -0.27
H 3.02 -1.74 -1.87
H 1.41 0.14 -1.74
H 0.79 -0.51 -0.23
H -0.09 -2.45 -1.42
H 0.57 -1.90 -2.97
H -1.42 -0.18 -1.42
H -1.88 -1.32 -2.72
H -0.79 0.04 -3.05
*
```